Below is a cluster of 2 separate species, C4H11FNO5PS in total, with properties calculated with ωB97M-V with the def2-TZVPD basis set.

Computed properties:
E (a.u.): -1429.1828
HOMO-LUMO gap (Ha): 0.120
M (g/mol): 235.17
Net charge: -2
HOMO level (eV): 1.39

Structure (XYZ):
```
24
Properties=species:S:1:pos:R:3:forces:R:3:lowdin_charge:R:1
C -0.1232 -0.9345 0.9177 0.307 -0.670 0.054 -0.33
P -0.9329 0.6627 1.0142 0.577 0.340 0.258 0.92
C -0.8130 1.1647 -0.7277 -0.397 0.385 -0.070 -0.33
N -2.7183 0.2504 1.2886 -0.380 0.170 -0.490 -0.46
O -3.4324 1.4813 1.3385 0.017 -0.005 -0.004 -0.14
S -3.6219 -0.8461 0.4933 0.204 -0.085 0.049 0.55
O -5.0121 -0.5334 0.5465 0.106 -0.220 0.114 -0.28
O -3.1210 -2.1424 0.7942 -0.203 0.098 -0.116 -0.27
F -3.2481 -0.6054 -1.0348 -0.085 -0.058 -0.003 -0.19
H 0.8913 -0.6528 1.2481 -0.082 -0.212 -0.142 0.02
H 0.0478 -1.2271 -0.1198 -0.157 -0.049 0.066 0.05
H -0.5502 -1.7618 1.4851 -0.167 0.238 0.148 0.03
H -1.3199 2.1194 -0.9208 0.037 -0.063 -0.017 0.02
H 0.2943 1.3084 -0.7700 0.206 -0.203 0.101 0.02
H -1.0933 0.4161 -1.4684 -0.039 -0.022 0.114 0.03
H -3.2503 1.9248 0.4952 0.089 -0.004 0.016 0.07
O 5.1234 -0.7782 -1.1310 0.054 0.073 -0.008 -0.45
C 3.8173 -0.7640 -0.7783 -0.159 -0.165 0.015 -0.60
C 3.2033 0.6116 -0.3713 0.349 0.236 -0.019 -0.48
O 1.8800 0.5980 0.0067 -0.200 0.218 -0.085 -0.43
H 3.5737 -1.4342 0.1018 0.003 0.003 -0.008 0.06
H 3.1214 -1.1375 -1.5892 -0.001 -0.004 0.012 0.06
H 3.4019 1.2809 -1.2470 -0.036 0.005 0.012 0.07
H 3.8822 0.9992 0.4283 -0.044 -0.008 0.002 0.07
```
Positions in Å, forces in eV/Å.

---

Below is the molecule C21H18ClN5 at a distorted geometry, with properties calculated with ωB97M-V with the def2-TZVPD basis set.

Computed properties:
E (a.u.): -1544.9998
HOMO-LUMO gap (Ha): 0.267
M (g/mol): 375.86
Relative energy (zero: lowest compared OMol25 entry of this formula, charge and spin) (kJ/mol): 5.9
SMILES: Cc1cccc(C)c1-c1cc(C)c2nc(Nc3ccc(Cl)nc3)nnc2c1
HOMO level (eV): -8.22

Structure (XYZ):
```
45
Properties=species:S:1:pos:R:3:forces:R:3:lowdin_charge:R:1
Cl 7.1694 -3.7507 4.6870 -0.229 -0.008 -0.003 0.65
N 2.0240 -0.2912 1.6194 -0.395 0.318 1.599 0.09
N 6.3599 -3.2411 2.2429 -0.277 0.784 1.299 0.05
N 0.7349 -0.0018 1.5837 2.276 -0.573 -0.764 0.12
N 2.2421 -0.4872 -0.7200 0.076 0.197 -0.096 0.19
C 2.7570 -0.5242 0.5125 -2.392 -0.449 -1.651 -0.36
C 5.6930 -2.5313 1.3302 -0.150 -0.241 1.452 -0.09
C 6.1596 -2.9285 3.5390 0.005 0.441 -1.287 -0.73
C 5.2839 -1.9185 3.9485 0.025 -0.450 -0.969 -0.08
C -5.8078 1.9847 -0.3924 -0.484 0.240 -0.049 -0.09
C 4.5256 -1.2528 2.9823 0.372 0.661 0.252 -0.01
C -4.7829 2.9290 -0.3310 -0.269 -2.133 -0.272 -0.05
C -5.5611 0.6445 -0.6688 0.518 0.082 0.430 -0.06
C -1.0521 0.3949 -2.1262 0.778 0.011 -0.244 0.03
C -3.1802 1.1472 -0.8365 -1.226 0.244 -0.211 -0.13
C -1.7842 0.6596 -0.9591 1.191 -0.410 2.544 -0.19
C 4.7469 -1.5423 1.6301 -0.441 -0.252 0.170 -0.21
C -3.4640 2.5045 -0.5675 0.082 0.485 0.177 -0.20
C -4.2420 0.2100 -0.8372 -0.219 -0.583 -0.267 -0.20
C -1.1396 0.4388 0.2769 -2.878 0.996 -1.088 0.03
C 0.3015 0.0100 -2.0918 -1.510 -0.130 -0.794 -0.18
C 0.1794 0.0660 0.3587 0.867 -0.167 -0.358 -0.23
C 0.9418 -0.1641 -0.8293 0.031 0.415 0.311 -0.16
N 4.0357 -0.9655 0.5523 1.486 -0.310 0.017 0.11
C -2.3919 3.5850 -0.4800 -0.898 -0.336 0.436 -0.03
C -3.9557 -1.2943 -0.9713 0.593 0.577 0.045 -0.03
C 0.9953 -0.2785 -3.4055 0.073 -0.566 -0.072 -0.06
H 5.9341 -2.8313 0.3458 -0.061 0.006 -1.182 0.10
H 5.1813 -1.6378 4.9742 0.023 -0.055 0.459 0.10
H -6.8453 2.2957 -0.2047 0.505 -0.076 -0.078 0.11
H 3.8719 -0.4272 3.3151 0.270 -0.763 -0.482 0.11
H -5.0824 3.9092 -0.0437 0.382 0.818 0.006 0.10
H -6.3836 -0.0741 -0.6300 0.320 0.179 -0.165 0.11
H -1.5923 0.5420 -3.0752 0.603 -0.158 0.288 0.13
H -1.7482 0.6409 1.1723 0.671 -0.203 -0.252 0.15
H 4.3727 -1.2349 -0.3850 -0.379 0.324 0.873 0.16
H -1.4096 3.1867 -0.6089 0.676 -0.194 -0.166 0.06
H -2.6036 4.3100 -1.2625 0.190 0.272 0.101 0.08
H -2.4372 4.0606 0.5186 0.008 -0.048 -0.577 0.09
H -4.8438 -1.9065 -1.0869 -0.302 0.238 -0.215 0.07
H -3.2805 -1.4750 -1.8323 -0.285 -0.090 0.593 0.08
H -3.4874 -1.6653 -0.0417 0.147 0.195 -0.461 0.09
H 1.9832 0.1780 -3.4031 0.041 0.108 -0.154 0.07
H 0.3974 0.1077 -4.2663 0.515 -0.385 0.726 0.09
H 1.1847 -1.3812 -3.5331 -0.330 0.983 0.082 0.10
```
Positions in Å, forces in eV/Å.